# 1
{
  "formula": "C44H36BrClF4N9O3V",
  "method": "wB97M-V/def2-TZVPD",
  "orbital_gap_ha": [0.22622, 0.22595],
  "homo_ev": [-9.9, -10.7],
  "multiplicity": 4,
  "lumo_energy_ev": [-3.789, -4.525],
  "charge": 1,
  "e_above_lowest_kcal_mol": 0.0,
  "species": ["V", "O", "C", "C", "C", "C", "C", "C", "C", "O", "N", "N", "C", "C", "Br", "C", "C", "C", "C", "C", "C", "C", "H", "H", "H", "H", "H", "H", "H", "H", "H", "H", "H", "H", "H", "H", "F", "C", "C", "F", "C", "C", "C", "F", "C", "C", "C", "N", "C", "N", "F", "C", "C", "N", "C", "N", "C", "C", "C", "C", "C", "O", "C", "C", "C", "C", "C", "C", "Cl", "C", "C", "C", "N", "C", "N", "C", "N", "H", "H", "H", "H", "H", "H", "H", "H", "H", "H", "H", "H", "H", "H", "H", "H", "H", "H", "H", "H", "H", "H"],
  "positions_angstrom": [[2.1364, -0.0276, -0.6718], [4.3193, 0.2948, -5.5093], [3.1433, -0.3896, -5.7214], [2.6640, -0.6921, -6.9831], [1.4401, -1.3370, -7.1080], [0.6988, -1.6687, -5.9808], [1.1977, -1.3579, -4.7229], [2.4280, -0.7311, -4.5851], [3.0032, -0.3859, -3.2462], [2.2686, -0.9560, -2.1759], [2.9595, 1.0965, -3.0595], [2.7439, 1.4942, -1.7683], [2.9775, 2.6894, -1.3836], [2.6828, 3.1379, -0.0290], [1.6981, 1.8772, 1.0416], [2.9551, 4.3065, 0.5361], [3.7608, 5.4114, -0.0100], [3.4534, 6.6991, 0.4254], [4.1475, 7.7945, -0.0625], [5.1762, 7.6078, -0.9754], [5.5186, 6.3254, -1.3845], [4.8172, 5.2317, -0.9046], [4.8086, 0.3698, -6.3361], [3.2395, -0.4216, -7.8627], [1.0670, -1.5788, -8.0954], [-0.2538, -2.1728, -6.0825], [0.6460, -1.6279, -3.8309], [4.0360, -0.7195, -3.1896], [3.6375, 1.6295, -3.5896], [3.3717, 3.4149, -2.0863], [2.5146, 4.4918, 1.5105], [2.6554, 6.8433, 1.1459], [3.8938, 8.7899, 0.2781], [5.7275, 8.4605, -1.3517], [6.3490, 6.1758, -2.0628], [5.1482, 4.2358, -1.1744], [5.2647, -4.4035, 3.3182], [4.0844, -3.7891, 3.3640], [3.1743, -4.2399, 4.2902], [3.5449, -5.2501, 5.0663], [1.8961, -3.6741, 4.4519], [1.6362, -2.6009, 3.5849], [2.5546, -2.1684, 2.6691], [2.1778, -1.0988, 1.9063], [3.8169, -2.7295, 2.4904], [4.7582, -2.2482, 1.4887], [4.3677, -1.2358, 0.6591], [3.9397, -0.3660, -0.0046], [6.0656, -2.7813, 1.2322], [7.1072, -3.1938, 0.9638], [0.4733, -1.9547, 3.6338], [0.9444, -4.1359, 5.4153], [-0.3197, -3.4957, 5.6092], [-1.3429, -2.9999, 5.8010], [1.1667, -5.2649, 6.2573], [1.2835, -6.1885, 6.9380], [-4.4760, 0.3342, -1.2529], [-4.5182, -1.1962, -1.1436], [-5.8936, -1.6770, -1.6232], [-3.4656, -1.7562, -2.1148], [-4.2521, -1.7135, 0.3127], [-3.8646, -3.0865, 0.2735], [-5.4590, -1.6438, 1.2884], [-6.1452, -0.3281, 1.7059], [-5.2766, 0.6147, 2.5152], [-5.0446, 1.9213, 2.1000], [-4.1782, 2.7602, 2.7942], [-3.5434, 2.2840, 3.9260], [-2.4312, 3.3107, 4.7833], [-3.7915, 1.0028, 4.3937], [-4.6596, 0.1824, 3.6889], [-3.0870, -1.0275, 1.0079], [-1.7604, -1.1205, 0.3748], [-1.0491, -0.1009, -0.0658], [0.1169, -0.5420, -0.5282], [0.0388, -1.9050, -0.3055], [-1.0822, -2.2917, 0.2348], [-4.7825, 0.6329, -2.2585], [-3.4678, 0.7287, -1.1049], [-5.1379, 0.8368, -0.5505], [-6.0216, -1.4182, -2.6762], [-6.7172, -1.2192, -1.0707], [-5.9975, -2.7646, -1.5481], [-3.7801, -1.5344, -3.1380], [-3.3463, -2.8335, -2.0143], [-2.4828, -1.2948, -1.9773], [-4.6482, -3.6204, 0.1035], [-5.1144, -2.1547, 2.1905], [-6.2277, -2.2950, 0.8671], [-7.0098, -0.6129, 2.3107], [-6.5565, 0.1989, 0.8457], [-5.5429, 2.3003, 1.2139], [-4.0022, 3.7757, 2.4629], [-3.3093, 0.6539, 5.2980], [-4.8421, -0.8223, 4.0590], [-2.9784, -1.4339, 2.0094], [-3.2804, 0.0374, 1.0897], [-1.3792, 0.9253, -0.0340], [0.8221, -2.5994, -0.5721]],
  "atomic_forces_ev_per_a": [[-0.4, -0.8, 0.3], [-0.1, -0.1, -0.1], [0.2, 0.2, 0.0], [-0.1, 0.0, -0.1], [0.0, 0.0, 0.0], [0.1, 0.1, 0.0], [0.0, -0.1, 0.0], [-0.4, -0.1, 0.0], [-0.4, 0.3, 0.6], [0.3, 0.1, -1.0], [-0.4, -0.1, 0.2], [0.4, 0.2, -1.0], [0.0, 0.4, 0.3], [-0.1, -0.5, -0.5], [-0.1, 0.3, 0.1], [0.3, 0.7, 0.1], [-0.2, -0.2, 0.0], [-0.1, 0.2, 0.0], [0.0, -0.1, 0.0], [0.0, 0.0, 0.0], [0.0, 0.0, 0.0], [0.2, 0.0, 0.0], [0.0, 0.0, 0.0], [0.0, 0.0, 0.0], [0.0, 0.0, 0.0], [0.0, 0.0, 0.0], [0.0, 0.0, 0.0], [0.2, -0.1, 0.1], [0.1, 0.0, 0.0], [0.0, 0.1, 0.0], [0.1, 0.0, 0.0], [0.0, 0.0, 0.0], [0.0, 0.0, 0.0], [0.0, 0.0, 0.0], [0.0, 0.0, 0.0], [0.0, 0.0, 0.0], [0.0, 0.1, -0.1], [0.2, -0.2, 0.1], [0.2, -0.2, 0.1], [0.0, 0.1, -0.1], [-0.3, -0.1, 0.2], [0.0, 0.1, -0.1], [-0.3, 0.2, 0.0], [-0.2, -0.2, 0.1], [0.5, 0.1, -0.3], [0.2, -0.1, 0.1], [-0.1, 0.2, -0.1], [0.9, -0.2, 0.5], [-0.2, -0.1, 0.1], [-0.2, 0.1, 0.1], [-0.1, 0.0, 0.0], [-0.1, 0.0, 0.1], [0.3, -0.1, 0.0], [0.1, -0.1, 0.0], [0.0, 0.1, -0.2], [0.0, 0.1, 0.0], [0.0, 0.0, 0.0], [0.0, 0.0, 0.0], [-0.1, -0.1, 0.0], [0.1, 0.0, -0.1], [0.0, -0.1, -0.1], [-0.2, 0.0, 0.0], [-0.1, 0.0, 0.0], [0.2, 0.0, 0.0], [0.0, -0.1, 0.0], [0.1, 0.1, -0.1], [-0.1, 0.0, -0.1], [0.0, 0.0, 0.0], [0.0, 0.0, 0.0], [0.0, -0.1, 0.0], [0.0, -0.1, 0.0], [0.4, 0.3, 0.0], [-0.6, -0.4, 0.1], [0.3, 0.0, 0.0], [-0.1, -0.5, 0.4], [-0.1, 0.1, -0.3], [0.0, 0.7, 0.1], [0.0, 0.0, 0.0], [0.0, 0.0, 0.0], [0.0, 0.0, 0.0], [0.0, 0.0, 0.0], [0.1, 0.0, 0.0], [0.0, 0.1, 0.0], [0.0, 0.0, 0.0], [0.0, 0.0, 0.0], [-0.1, -0.1, 0.0], [0.0, -0.1, 0.0], [0.0, 0.0, 0.0], [0.0, 0.0, 0.0], [0.0, 0.0, 0.0], [0.0, 0.0, 0.0], [0.0, 0.0, 0.0], [0.0, 0.0, 0.0], [0.0, 0.0, 0.0], [0.0, 0.1, 0.0], [0.0, -0.1, 0.1], [0.0, 0.1, 0.1], [0.0, 0.0, 0.0], [0.0, 0.0, -0.1]]
}

=====

# 2
{
  "formula": "C44H36BrN4SSbSe4TeTi",
  "method": "wB97M-V/def2-TZVPD",
  "orbital_gap_ha": [0.14449, 0.14407],
  "homo_ev": [-0.5, -0.5],
  "lumo_energy_ev": [3.403, 3.403],
  "charge": -2,
  "e_above_lowest_kcal_mol": 10.5,
  "species": ["Ti", "C", "C", "C", "C", "C", "C", "N", "C", "C", "C", "C", "C", "N", "C", "C", "C", "C", "C", "C", "N", "H", "H", "H", "H", "H", "H", "H", "H", "H", "H", "H", "H", "H", "H", "H", "Br", "C", "C", "C", "C", "C", "C", "C", "C", "C", "C", "H", "H", "H", "H", "H", "H", "S", "C", "N", "C", "C", "C", "C", "H", "H", "H", "H", "H", "Se", "Sb", "Se", "Se", "Se", "Te", "C", "C", "C", "C", "C", "C", "C", "C", "C", "C", "C", "C", "H", "H", "H", "H", "H", "H", "H", "H", "H", "H"],
  "positions_angstrom": [[0.2525, 0.1131, -0.1250], [-3.9592, 0.2017, 2.7134], [-3.5874, 1.2143, 1.6686], [-3.8178, 2.5667, 1.8637], [-3.4272, 3.4606, 0.8768], [-2.8512, 2.9755, -0.2799], [-2.6575, 1.6042, -0.3919], [-3.0080, 0.7399, 0.5649], [-2.0976, 0.9944, -1.6302], [-2.5164, 1.4482, -2.8431], [-2.2132, 0.6935, -4.0037], [-1.5730, -0.4993, -3.8550], [-1.0879, -0.9041, -2.5885], [-1.2651, -0.0970, -1.4857], [-0.3433, -2.1018, -2.4152], [-0.3981, -3.1335, -3.3842], [0.3773, -4.2462, -3.2386], [1.2118, -4.3410, -2.1206], [1.1883, -3.3306, -1.1763], [2.0725, -3.5050, 0.0290], [0.4209, -2.2289, -1.2863], [-4.7595, 0.5690, 3.3592], [-4.2798, -0.7196, 2.2272], [-3.0831, -0.0152, 3.3306], [-4.2620, 2.9135, 2.7893], [-3.5201, 4.5282, 1.0136], [-2.4840, 3.6555, -1.0364], [-3.1068, 2.3509, -2.9040], [-2.5163, 1.0447, -4.9814], [-1.3543, -1.1070, -4.7215], [-1.0765, -3.0435, -4.2194], [0.3385, -5.0447, -3.9708], [1.8648, -5.1908, -1.9694], [1.6798, -4.2941, 0.6755], [3.0763, -3.7932, -0.2908], [2.1461, -2.5982, 0.6146], [2.3872, -0.0854, 1.3982], [3.6161, -0.5982, 0.0271], [4.8450, -1.0620, 0.3859], [5.7548, -1.4074, -0.6374], [5.4057, -1.2337, -1.9457], [4.1362, -0.7176, -2.3120], [3.8103, -0.4375, -3.6583], [2.6194, 0.1711, -3.9421], [1.6758, 0.4420, -2.9314], [1.8662, 0.0865, -1.6128], [3.1719, -0.4242, -1.3066], [5.1179, -1.1574, 1.4283], [6.7344, -1.7870, -0.3729], [6.1153, -1.4613, -2.7342], [4.5279, -0.6690, -4.4378], [2.3869, 0.4486, -4.9647], [0.7648, 0.9569, -3.2153], [-0.4927, 1.0885, 3.0900], [-0.3213, 2.6091, 3.7897], [0.6632, 3.4716, 3.4187], [0.8236, 4.7177, 3.9115], [0.0073, 5.1795, 4.9000], [-1.0160, 4.3292, 5.3536], [-1.1813, 3.0848, 4.8171], [1.3097, 3.1887, 2.6779], [1.6311, 5.2725, 3.4523], [0.1383, 6.1787, 5.2859], [-1.6879, 4.6644, 6.1359], [-1.9687, 2.4217, 5.1447], [-0.8498, 6.1152, 0.5669], [1.0556, 4.9173, -0.4108], [0.5872, 2.3505, -0.2685], [1.4168, 5.3235, -2.7699], [2.9981, 4.9222, 1.0924], [-0.6115, -2.1893, 1.8501], [0.3073, -2.3133, 3.7524], [1.5396, -2.9460, 3.8694], [2.1564, -3.0537, 5.1102], [1.5399, -2.5334, 6.2380], [0.3065, -1.9055, 6.1240], [-0.3064, -1.7896, 4.8850], [-1.9490, -3.7658, 2.3499], [-3.1364, -3.5213, 3.0298], [-3.9288, -4.5801, 3.4552], [-3.5417, -5.8879, 3.2016], [-2.3622, -6.1355, 2.5133], [-1.5692, -5.0784, 2.0876], [2.0255, -3.3478, 2.9888], [3.1210, -3.5406, 5.1900], [2.0257, -2.6033, 7.2039], [-0.1714, -1.4823, 6.9993], [-1.2515, -1.2716, 4.7927], [-3.4381, -2.5034, 3.2338], [-4.8494, -4.3782, 3.9895], [-4.1579, -6.7128, 3.5381], [-2.0554, -7.1537, 2.3068], [-0.6512, -5.2717, 1.5466]],
  "atomic_forces_ev_per_a": [[-0.7, -0.9, -1.4], [0.0, 0.0, 0.0], [0.0, 0.0, 0.0], [0.0, 0.0, 0.0], [0.0, 0.0, -0.1], [-0.1, 0.1, 0.1], [0.1, -0.2, -0.1], [-0.1, 0.1, 0.0], [-0.6, 0.4, 0.1], [0.1, -0.3, 0.0], [-0.1, 0.2, -0.2], [0.1, -0.1, 0.3], [-0.6, -0.1, -0.3], [1.6, 0.2, 0.2], [0.1, -0.1, 0.0], [0.1, 0.0, 0.0], [0.0, 0.0, -0.1], [0.0, 0.1, 0.1], [0.1, -0.2, 0.0], [0.1, 0.0, -0.1], [-0.4, 0.4, 0.0], [0.0, 0.0, 0.0], [0.0, 0.0, 0.0], [0.0, 0.0, 0.0], [0.0, 0.0, 0.0], [0.0, 0.1, 0.0], [0.0, 0.0, 0.0], [-0.1, 0.0, 0.0], [0.0, 0.0, 0.0], [0.0, 0.0, 0.0], [0.0, 0.0, 0.0], [0.0, 0.0, 0.0], [0.0, 0.0, 0.0], [0.0, 0.0, 0.0], [0.0, 0.0, 0.0], [0.0, 0.0, 0.0], [0.7, -0.2, 0.4], [0.0, 0.1, 0.0], [0.1, -0.1, 0.0], [0.0, 0.0, 0.1], [0.0, 0.0, 0.0], [0.1, 0.0, 0.0], [0.0, 0.0, 0.0], [0.0, 0.0, 0.0], [-0.2, 0.0, 0.0], [0.3, -0.4, 0.3], [0.0, 0.1, 0.1], [0.0, 0.0, 0.0], [0.0, 0.0, 0.0], [0.0, 0.0, 0.0], [0.0, 0.0, 0.0], [0.0, 0.0, 0.0], [0.0, -0.1, 0.0], [0.1, -0.2, 0.2], [0.0, 0.0, 0.0], [0.0, 0.0, -0.1], [0.0, 0.0, 0.1], [0.0, 0.0, -0.1], [0.0, 0.0, 0.0], [0.0, 0.0, -0.1], [-0.1, 0.1, -0.2], [0.0, 0.1, -0.1], [0.0, 0.0, 0.0], [0.0, 0.0, 0.0], [0.0, 0.0, 0.0], [0.2, -0.3, 0.0], [0.0, 0.7, 0.0], [-0.5, 0.9, 0.3], [0.0, -0.1, 0.2], [0.0, -0.1, 0.0], [-0.2, -0.1, 0.3], [0.0, 0.0, 0.0], [0.0, 0.0, 0.0], [0.0, 0.0, 0.0], [0.0, 0.0, 0.0], [0.0, 0.0, 0.0], [0.0, -0.1, 0.0], [0.1, 0.1, -0.1], [0.0, 0.0, 0.0], [0.0, 0.0, 0.0], [0.0, 0.0, 0.0], [0.0, 0.0, 0.0], [0.0, 0.0, -0.1], [0.0, 0.0, 0.0], [0.0, 0.0, 0.0], [0.0, 0.0, 0.0], [0.0, 0.0, 0.0], [0.0, 0.0, 0.0], [0.0, 0.0, 0.0], [0.0, 0.0, 0.0], [0.0, 0.0, 0.0], [0.0, 0.0, 0.0], [0.0, 0.0, 0.0]]
}

=====

Number 1: strongest force on any atom 1.087 eV/A, E -6794.1880 a.u.. Number 2: strongest force on any atom 1.826 eV/A, E -15853.0848 a.u..